Entry 1:
This record from the Open Molecules 2025 dataset describes a 12-piece molecular cluster, C38H74Cl16NO8 overall in a non-equilibrium geometry. The level of theory is ωB97M-V with the def2-TZVPD basis set.

Last column: Löwdin charge in e.
CARTESIAN COORDINATES (ANGSTROEM)
Cl  1.97973  11.03347  -1.05548  0.481
Cl  2.33449  -4.62756  -7.29410  0.554
Cl  -2.28285  7.21114  -9.88003  0.514
Cl  2.14216  4.71507  11.00316  0.500
Cl  10.90551  3.83515  3.35038  0.501
Cl  -6.93980  6.93643  -1.11913  0.475
Cl  4.67153  4.26904  8.87672  0.541
Cl  -0.17198  -7.56405  -9.21063  0.531
Cl  -3.40452  -0.07018  6.26660  0.483
Cl  3.62121  8.24679  -1.06260  0.504
Cl  -1.23279  0.69340  -10.71222  0.546
Cl  -7.35641  1.40619  5.93211  0.605
Cl  2.32102  0.64343  -12.12631  0.495
Cl  -4.83985  5.95785  1.16244  0.525
Cl  14.06367  3.12818  3.68524  0.526
Cl  -0.54024  6.41798  -6.93781  0.523
O  4.37446  -5.45105  7.08004  -0.183
O  6.18645  -3.21019  7.68086  -0.184
O  -2.23970  -10.89031  0.96741  0.099
O  -8.28768  -1.61752  -0.98581  -0.177
O  -5.08593  -11.42503  1.49306  0.091
O  -3.52147  -7.58064  -2.09381  0.063
O  -6.20010  -7.90125  -1.44384  0.099
O  -8.11640  -1.98170  -3.79323  -0.172
N  2.47574  0.35342  0.87259  -0.249
C  -2.90434  -9.21710  -0.48581  0.054
C  -5.63717  -9.57241  0.06641  0.061
C  -0.61416  0.86487  -12.33940  -0.650
C  7.58109  -3.37999  7.81994  -0.116
C  3.37097  9.31219  -2.48461  -0.690
C  3.23529  3.27499  10.97601  -0.650
C  1.03291  -0.63330  -1.14844  -0.211
C  -2.35487  8.09237  -8.30965  -0.599
C  -7.09136  7.46446  0.62896  -0.573
C  13.47421  4.79760  3.50943  -0.660
C  4.13375  -4.53278  8.13994  -0.227
C  -0.25327  -0.46715  -1.94700  -0.097
C  3.15913  -5.75860  6.34444  -0.083
C  2.96234  -1.01707  1.37449  -0.099
C  4.56892  -0.31433  -0.25708  -0.133
C  0.48952  -6.29882  -8.11457  -0.699
C  1.13524  0.20529  0.20581  -0.093
C  -2.18321  7.04061  -7.20692  -0.691
C  3.57812  0.84779  -0.06980  -0.079
C  0.79596  1.59475  -12.36954  -0.621
C  1.80132  -5.73648  -8.56722  -0.664
C  -4.72561  -10.52327  0.70471  -0.252
C  -9.40985  -2.30843  -0.55908  -0.124
C  -5.08162  0.15705  5.57605  -0.616
C  -5.62399  7.52679  1.22022  -0.685
C  4.39259  -1.15163  0.99891  -0.164
C  -3.88910  -8.40888  -1.19420  -0.276
C  -8.48164  -0.49923  -1.77681  -0.208
C  5.41802  -3.90948  8.65245  -0.202
C  -5.26362  -8.58147  -0.71568  -0.233
C  4.65721  3.62616  10.52447  -0.664
C  1.99641  9.99286  -2.58073  -0.560
C  -3.23801  -10.21634  0.35704  -0.199
C  12.21274  4.82685  2.61060  -0.634
C  2.32755  1.32450  2.07761  0.038
C  -8.01930  -1.89053  -5.22356  -0.113
C  -5.67955  1.38101  6.27463  -0.733
C  -8.93213  -0.95111  -3.17327  -0.192
H  3.18488  1.24623  -1.00506  0.135
H  3.48281  8.68358  -3.36803  0.065
H  5.16746  -3.19945  9.44061  0.129
H  -9.18687  -3.10450  0.15131  0.089
H  -3.31667  8.60482  -8.28846  0.073
H  13.17946  5.22328  4.46860  0.066
H  12.43398  4.43039  1.61965  0.066
H  -7.54908  0.05903  -1.85921  0.125
H  -7.16214  -2.52829  -5.43954  0.081
H  -2.68827  6.07909  -7.29913  0.050
H  -4.89673  8.22084  0.79894  0.062
H  3.19298  1.28121  2.73886  0.113
H  0.95210  2.03567  -13.35408  0.054
H  2.51060  -6.25278  7.06785  0.083
H  5.02201  -0.75789  1.79697  0.124
H  5.96840  -4.78937  8.98557  0.124
H  2.66586  -4.85568  5.98456  0.076
H  -5.57282  1.23460  7.34946  0.065
H  -7.55974  -0.96469  -5.56955  0.079
H  14.34260  5.36285  3.17109  0.067
H  4.16658  10.05687  -2.46060  0.061
H  4.20930  -0.92341  -1.08642  0.114
H  8.12315  -2.50846  7.45288  0.089
H  3.07811  2.80278  11.94577  0.066
H  -1.35727  1.35434  -12.96894  0.071
H  1.48340  1.06293  2.71565  0.107
H  4.71945  -2.18035  0.84720  0.133
H  5.19558  2.67869  10.54806  0.072
H  -1.04358  -1.05142  -1.47569  0.083
H  11.85065  5.85487  2.59828  0.067
H  7.79640  -3.23356  8.87838  0.076
H  4.11109  1.60299  0.50788  0.130
H  2.55037  -6.52582  -8.50424  0.068
H  -9.95670  -2.84553  -1.33405  0.087
H  2.73260  2.51054  10.38355  0.062
H  -5.73941  -7.28070  -2.01331  0.104
H  1.03001  1.25099  -0.08324  0.128
H  -2.58729  -11.59838  1.51460  0.115
H  0.42480  -6.62827  -7.07758  0.067
H  0.78767  2.41026  -11.64639  0.054
H  -9.22996  0.13776  -1.30527  0.123
H  -9.96178  -1.30192  -3.10369  0.111
H  2.37621  -1.81872  0.92515  0.131
H  3.32632  -6.41352  5.48933  0.084
H  3.60303  -5.05954  8.93302  0.126
H  3.47450  -3.70905  7.86619  0.116
H  -0.17034  -0.92893  -2.93087  0.083
H  -4.95894  0.22294  4.49498  0.068
H  -5.44415  2.38839  5.93130  0.064
H  -6.69266  -9.67851  0.26909  0.142
H  -10.07510  -1.63670  -0.01657  0.089
H  -7.68820  6.70948  1.14071  0.063
H  1.81911  -0.38558  -1.86162  0.099
H  2.15259  2.31665  1.66152  0.111
H  -0.49179  0.56184  -2.21602  0.083
H  -0.50410  -0.18225  -12.62138  0.051
H  7.97229  -4.37742  7.61946  0.094
H  -9.06933  -0.08729  -3.82374  0.116
H  1.18036  -1.70614  -1.02438  0.106
H  -8.84628  -2.15725  -5.88165  0.087
H  -5.63917  7.84743  2.26189  0.063
H  -7.52828  8.45884  0.72055  0.070
H  0.41864  -0.07880  0.97645  0.141
H  -0.28044  -5.52979  -8.17677  0.059
H  -5.64725  -0.74214  5.82021  0.064
H  1.65931  -5.25885  -9.53665  0.084
H  1.23561  9.22790  -2.42550  0.060
H  -1.83936  -9.13525  -0.64551  0.133
H  -2.55567  7.42855  -6.25883  0.067
H  5.07878  4.34311  11.22900  0.073
H  5.60146  -0.03330  -0.46439  0.131
H  -1.47739  8.73890  -8.32036  0.062
H  2.83827  -1.00473  2.45733  0.133
H  1.82126  10.53579  -3.50953  0.081

Summary:
E_LUMO: -3.0 eV
HOMO level: -10.73 eV
Kohn-Sham gap: 0.284 Eh
net charge: +1
strongest force on any atom: 4.21 eV/A

Entry 2:
This record from the Open Molecules 2025 dataset describes a 17-piece molecular cluster, C38H75Cl32IO4S overall. The level of theory is ωB97M-V with the def2-TZVPD basis set.

Last column: Löwdin charge in e.
CARTESIAN COORDINATES (ANGSTROEM)
I  -0.19223  7.02707  2.08187  1.052
Cl  9.57290  1.31989  -1.33053  0.537
Cl  -7.33145  -16.58142  7.97282  0.532
Cl  -5.26552  4.39614  -4.32869  0.521
Cl  1.52991  -0.62132  -2.19995  0.546
Cl  -4.45794  1.15252  -5.05467  0.522
Cl  -0.96805  -8.81655  3.83062  0.545
Cl  1.69889  -5.33272  -3.76607  0.532
Cl  -5.22992  3.99872  -7.70376  0.529
Cl  2.95505  9.88761  -2.54109  0.544
Cl  -0.37138  -12.78161  4.10946  0.568
Cl  -7.09154  5.63751  1.99071  0.535
Cl  0.67731  7.29927  -2.78650  0.573
Cl  -5.01583  8.14515  -3.86904  0.567
Cl  8.04421  0.84208  2.77724  0.576
Cl  -4.70034  5.11782  4.33248  0.581
Cl  -3.48949  -8.81198  1.54444  0.536
Cl  7.84452  5.67713  1.38702  0.572
Cl  -1.94393  -13.13225  7.09854  0.541
Cl  -2.57182  -10.08320  -4.09161  0.541
Cl  6.00111  9.11308  -4.19062  0.559
Cl  8.84692  9.32882  -2.31468  0.553
Cl  -2.12813  8.77820  -2.25903  0.575
Cl  -2.34198  2.01632  -2.52866  0.521
Cl  -8.52581  -6.46282  2.76892  0.534
Cl  5.58312  6.13599  -1.11839  0.613
Cl  -0.06569  -10.10909  -1.81442  0.548
Cl  5.00180  0.30270  1.30997  0.590
Cl  -6.45381  -4.09348  4.08674  0.528
Cl  12.10060  -0.33620  0.26141  0.539
Cl  -0.39958  -6.79466  -1.52167  0.539
Cl  -0.07157  0.07609  0.71673  0.542
Cl  -5.73130  -16.18451  4.98743  0.536
S  2.14216  4.44337  1.55420  0.536
O  2.68984  5.37033  2.47263  -0.243
O  0.62238  4.13736  1.93029  -0.224
O  2.85665  3.23432  1.33462  -0.239
O  1.82787  5.11941  0.16237  -0.223
C  -6.89885  4.19066  3.01486  -0.662
C  0.41026  5.08350  -0.14984  -0.197
C  -6.63595  4.41173  -6.68591  -0.657
C  -1.77017  -9.18860  1.24333  -0.682
C  -2.82817  6.09612  -0.38675  -0.119
C  -6.25075  5.28301  -5.51763  -0.685
C  3.22446  8.15709  -2.20457  -0.712
C  -2.01081  0.90177  -3.88520  -0.660
C  0.51544  -4.51295  -2.71133  -0.663
C  -6.19580  -5.85863  4.07090  -0.665
C  8.11964  10.60792  -3.32516  -0.653
C  -5.36528  -15.35152  6.52060  -0.671
C  -2.82310  5.39221  0.97134  -0.276
C  0.37486  -5.19415  -1.37525  -0.649
C  7.86887  4.92454  -0.22784  -0.660
C  7.33628  5.84190  -1.29790  -0.630
C  6.61465  10.54822  -3.33127  -0.653
C  10.36630  -0.75103  0.27259  -0.670
C  -3.04144  9.93208  -3.26180  -0.639
C  -0.27216  5.01659  1.22006  -0.715
C  -1.96946  3.71078  2.58104  -0.064
C  -2.69143  1.33873  -5.15652  -0.656
C  -6.74360  -6.50393  2.82467  -0.674
C  -0.20665  -12.82123  6.83558  -0.657
C  -6.38290  4.53221  4.38981  -0.650
C  2.43452  7.25186  -3.10656  -0.626
C  -0.85609  -10.45431  -4.39821  -0.663
C  9.69465  -0.43988  -1.03962  -0.645
C  -5.60093  -16.23461  7.71856  -0.668
C  1.96837  0.63908  -1.00844  -0.653
C  5.66181  1.86270  1.88015  -0.633
C  1.68105  0.21245  0.40548  -0.693
C  7.15238  1.95546  1.70340  -0.667
C  -1.67651  4.40742  1.24537  -0.370
C  -1.13374  -9.89387  2.41138  -0.675
C  -4.52852  9.70918  -3.16964  -0.652
C  0.03223  -11.94422  5.63421  -0.655
C  -0.21939  -11.17414  -3.23678  -0.646
H  -6.98609  5.30315  4.86197  0.067
H  7.44819  1.72412  0.68214  0.029
H  -3.73229  4.78879  1.03767  0.104
H  -2.47857  2.38180  -5.38098  0.067
H  1.41713  1.53811  -1.27280  0.059
H  2.75966  6.22808  -2.92249  0.069
H  -6.39330  3.64077  5.01448  0.074
H  -7.08764  3.48064  -6.35325  0.067
H  1.34189  -5.33651  -0.89999  0.069
H  0.87016  -3.49605  -2.56005  0.031
H  -2.33684  -0.09043  -3.58476  0.068
H  0.16722  -12.32491  7.72924  0.074
H  -7.14669  5.62447  -5.00142  0.073
H  -4.86424  9.71258  -2.13569  0.069
H  -0.43320  -4.48328  -3.24107  0.069
H  -0.56132  -11.03523  5.67608  0.034
H  -7.87751  3.72127  3.09716  0.073
H  -2.20111  4.45039  3.34502  0.041
H  -6.22347  3.51213  2.49970  0.064
H  7.48387  2.96444  1.94709  0.033
H  -2.87076  3.11292  2.43700  0.082
H  -5.97750  -14.45446  6.56423  0.069
H  8.67755  -0.82829  -1.02590  0.074
H  -1.26446  -8.25455  1.01174  0.038
H  0.18248  4.18920  -0.73101  0.138
H  4.27856  7.96465  -2.36005  -0.040
H  -6.44649  -7.55102  2.80034  0.062
H  9.89728  -0.20327  1.08417  0.005
H  6.20869  10.52534  -2.32301  0.065
H  2.98014  7.98098  -1.15892  0.067
H  0.25704  6.02064  -0.66663  0.035
H  -0.81641  -11.08632  -5.28370  0.072
H  7.82885  6.81045  -1.28693  0.027
H  0.28728  -13.78370  6.73174  0.067
H  -2.27724  7.03440  -0.38739  -0.014
H  -6.37227  -6.01229  1.92941  0.068
H  -2.80549  10.93466  -2.90868  0.075
H  -7.34176  4.94381  -7.32146  0.071
H  -3.86089  6.36084  -0.62306  0.074
H  7.28521  4.00851  -0.17275  0.043
H  -2.68129  9.82478  -4.28196  0.071
H  -5.24103  -15.73211  8.61477  0.071
H  8.90414  4.67143  -0.45057  0.075
H  0.78580  -11.49244  -3.50720  0.073
H  -6.66028  -6.26800  4.96409  0.067
H  -1.70505  3.64785  0.45429  0.138
H  7.48357  5.38280  -2.27390  0.080
H  8.52465  10.50338  -4.32818  0.068
H  -5.05002  10.49411  -3.71471  0.073
H  -0.79909  -12.04466  -2.94131  0.069
H  -4.31640  -15.06226  6.48391  0.042
H  1.08566  -11.67502  5.58168  0.077
H  2.07702  0.96146  1.08713  0.028
H  3.03423  0.82979  -1.11712  0.061
H  -0.13135  -10.21952  2.14075  0.069
H  8.44227  11.56036  -2.90867  0.074
H  -1.73371  -9.83174  0.36726  0.024
H  2.58195  7.48527  -4.15773  0.072
H  10.23019  -0.87581  -1.87870  0.068
H  -2.87426  6.10236  1.79615  0.055
H  -1.18120  3.03767  2.90340  0.078
H  -0.93083  0.89172  -4.02371  0.059
H  2.13439  -0.74797  0.63510  0.056
H  -0.34676  -9.51663  -4.60631  0.068
H  -1.71238  -10.75817  2.71869  0.031
H  10.29300  -1.81846  0.47324  0.076
H  -2.49757  5.42675  -1.18431  0.079
H  5.37056  1.97515  2.92073  0.079
H  -5.68247  6.14986  -5.84568  0.034
H  -2.35254  0.72079  -5.98626  0.074
H  -5.12114  -6.02569  4.12013  0.071
H  5.17315  2.64094  1.29905  0.051
H  -5.08509  -17.18551  7.61434  0.067
H  -0.25386  -4.58832  -0.72480  0.075
H  6.21808  11.41983  -3.84903  0.077

Summary:
E_LUMO: 0.2 eV
HOMO level: -9.59 eV
Kohn-Sham gap: 0.360 Eh
strongest force on any atom: 0.77 eV/A